Entry 1:
C3H6 | wB97M-V/def2-TZVPD

Calculated values
electronic energy	-3206.7626	eV
LUMO energy	1.2601	eV
HOMO energy	-9.137	eV
HOMO-LUMO gap	10.40	eV
SMILES	C=CC
relative energy (zero: lowest compared OMol25 entry of this formula, charge and spin)	67.2	kJ/mol

Structure (ORCA input):
```
! RIJCOSX wB97M-V def2-TZVPD def2/J DEFGRID3
* xyz 0 1
C 0.502 -1.159 0.553
C 0.065 -0.328 -0.453
C -0.473 0.946 -0.208
H 0.910 -2.147 0.523
H 0.341 -0.784 1.596
H 0.384 -0.716 -1.425
H -1.256 1.450 -0.890
H 0.313 1.729 -0.546
H -0.785 1.007 0.851
*
```

---

Entry 2:
C40H38N4OP2S3Sr | wB97M-V/def2-TZVPD

Calculated values
electronic energy	-102025.2162	eV
LUMO energy (spin up / spin down)	-0.7836 / -0.7840	eV
HOMO energy (spin up / spin down)	-6.678 / -6.678	eV
HOMO-LUMO gap (spin up / spin down)	5.89 / 5.89	eV
relative energy (zero: lowest compared OMol25 entry of this formula, charge and spin)	77.9	kJ/mol

Structure (ORCA input):
```
! RIJCOSX wB97M-V def2-TZVPD def2/J DEFGRID3
* xyz 0 1
Sr -0.469 -0.136 -0.715
C 0.354 2.001 -5.813
C 1.137 2.793 -4.983
C 1.568 2.321 -3.755
C 1.229 1.031 -3.337
C 0.444 0.241 -4.177
C 0.008 0.723 -5.403
N 1.520 0.558 -2.046
C 2.724 0.643 -1.522
C 3.925 0.903 -2.278
C 5.143 0.910 -1.686
C 5.306 0.688 -0.285
C 4.210 0.461 0.479
C 2.905 0.442 -0.095
N 1.781 0.302 0.641
N 1.898 0.163 1.908
C 0.680 0.078 2.578
C 0.755 -0.022 3.977
C -0.403 -0.113 4.711
C -1.630 -0.091 4.045
C -1.613 0.016 2.672
N -0.496 0.079 1.935
H 0.005 2.384 -6.763
H 1.397 3.801 -5.284
H 2.134 2.964 -3.093
H 0.180 -0.760 -3.853
H -0.607 0.096 -6.038
H 3.836 1.053 -3.345
H 6.022 1.080 -2.295
H 6.295 0.703 0.152
H 4.291 0.298 1.544
H 1.735 -0.018 4.432
H -0.366 -0.192 5.790
H -2.571 -0.142 4.574
H -2.553 0.055 2.130
C -0.753 -3.786 1.568
P -0.261 -3.349 -0.146
C 1.324 -4.246 -0.328
C -1.397 -4.436 -1.123
C -1.372 -5.817 -0.966
C -2.212 -6.634 -1.709
C -3.094 -6.069 -2.617
C -3.143 -4.692 -2.775
C -2.306 -3.864 -2.034
P -2.302 -2.038 -2.242
C -3.810 -1.697 -3.211
C -2.962 -1.504 -0.587
H -0.729 -4.863 1.737
H -1.761 -3.418 1.757
H -0.075 -3.295 2.269
H 1.284 -5.267 0.052
H 2.111 -3.706 0.201
H 1.579 -4.261 -1.388
H -0.686 -6.268 -0.259
H -2.176 -7.708 -1.581
H -3.750 -6.702 -3.201
H -3.839 -4.263 -3.483
H -4.687 -2.207 -2.810
H -3.668 -1.967 -4.257
H -3.968 -0.619 -3.167
H -3.726 -2.229 -0.303
H -3.446 -0.524 -0.681
H -2.217 -1.474 0.202
O -1.334 2.011 -1.102
C -1.850 3.243 -1.331
C -2.457 3.281 -2.733
C -2.110 3.992 -3.839
C -2.862 3.635 -4.998
C -3.767 2.653 -4.748
S -3.717 2.165 -3.106
C -0.738 4.290 -1.203
C 0.560 4.016 -0.904
C 1.369 5.182 -0.784
C 0.663 6.325 -0.989
S -0.986 5.994 -1.323
C -2.927 3.558 -0.285
C -2.946 3.087 0.992
C -4.026 3.605 1.761
C -4.805 4.463 1.048
S -4.233 4.641 -0.557
H -1.328 4.736 -3.833
H -2.728 4.090 -5.969
H -4.466 2.203 -5.435
H 0.898 2.997 -0.782
H 2.424 5.164 -0.551
H 1.017 7.343 -0.961
H -2.182 2.413 1.350
H -4.213 3.353 2.796
H -5.689 4.987 1.373
*
```

---

Entry 3:
C4H11N5O4SV | wB97M-V/def2-TZVPD

Calculated values
electronic energy	-56457.0632	eV
LUMO energy	-14.8282	eV
HOMO energy	-22.430	eV
HOMO-LUMO gap	7.60	eV

Structure (ORCA input):
```
! RIJCOSX wB97M-V def2-TZVPD def2/J DEFGRID3
* xyz 3 1
V -1.815 0.262 -0.955
C 3.157 -0.302 0.682
N 2.114 -0.300 -0.401
C 2.574 -0.330 -1.835
C 0.861 -0.268 -0.114
N -0.118 -0.344 -1.106
N 0.424 -0.201 1.198
C -0.864 -0.310 1.677
N -1.032 -0.406 2.965
N -1.914 -0.297 0.823
H 4.126 -0.353 0.200
H 3.027 -1.189 1.304
H 3.094 0.630 1.245
H 3.655 -0.264 -1.826
H 2.161 0.529 -2.359
H 2.288 -1.280 -2.288
H 0.158 -0.874 -1.938
H 1.154 -0.128 1.896
H -0.257 -0.452 3.618
H -1.956 -0.457 3.383
H -2.833 -0.369 1.260
O -4.669 1.318 -0.390
S -3.870 1.452 -1.532
O -4.059 2.153 -2.721
O -3.193 -0.087 -1.870
O -2.216 1.868 -0.920
*
```

---

Entry 4:
C35H38F6KN9O5S2Se | wB97M-V/def2-TZVPD

Calculated values
electronic energy	-180210.6093	eV
LUMO energy	3.8986	eV
HOMO energy	-1.272	eV
HOMO-LUMO gap	5.17	eV
relative energy (zero: lowest compared OMol25 entry of this formula, charge and spin)	0.0	kJ/mol

Structure (ORCA input):
```
! RIJCOSX wB97M-V def2-TZVPD def2/J DEFGRID3
* xyz -2 1
K -0.964 0.430 -0.441
O -0.895 -3.629 -3.389
C -1.034 -2.733 -2.509
N -0.373 -1.614 -2.365
C 0.564 -1.386 -3.435
C 1.346 -0.101 -3.291
C 2.584 0.028 -3.924
C 3.277 1.222 -3.837
C 2.727 2.265 -3.108
C 1.499 2.049 -2.504
N 0.817 0.907 -2.595
C -2.137 -2.961 -1.484
C -3.133 -3.892 -1.774
C -4.151 -4.095 -0.864
C -4.137 -3.383 0.328
C -3.106 -2.479 0.535
N -2.134 -2.260 -0.349
H 1.277 -2.217 -3.553
H 0.041 -1.343 -4.405
H 2.990 -0.815 -4.470
H 4.244 1.331 -4.315
H 3.233 3.211 -2.972
H 1.049 2.830 -1.904
H -3.067 -4.421 -2.715
H -4.951 -4.796 -1.077
H -4.918 -3.495 1.069
H -3.062 -1.886 1.442
C -1.514 3.926 -0.307
N -0.343 3.418 0.379
C -0.627 3.242 1.805
C 0.870 4.134 0.143
C 0.869 5.333 -0.554
C 2.040 6.047 -0.823
C 3.239 5.547 -0.344
C 3.273 4.355 0.361
C 2.115 3.572 0.604
N 2.163 2.344 1.152
C 3.169 2.067 2.041
C 3.475 2.956 3.089
C 4.356 2.643 4.111
C 4.990 1.412 4.118
C 4.751 0.527 3.070
C 3.879 0.829 2.027
N 3.668 -0.077 0.959
C 3.920 0.479 -0.361
C 4.291 -1.368 1.093
H -1.814 4.931 0.034
H -2.355 3.259 -0.117
H -1.343 3.962 -1.385
H -0.860 4.209 2.279
H 0.236 2.793 2.290
H -1.490 2.586 1.928
H -0.071 5.738 -0.906
H 1.999 6.974 -1.381
H 4.166 6.081 -0.528
H 4.222 3.967 0.713
H 2.952 3.906 3.098
H 4.526 3.355 4.911
H 5.665 1.133 4.919
H 5.267 -0.424 3.076
H 5.004 0.572 -0.555
H 3.454 1.455 -0.446
H 3.489 -0.177 -1.119
H 5.395 -1.315 1.111
H 4.010 -1.970 0.230
H 3.948 -1.873 1.997
F -5.463 -0.994 2.191
C -5.564 0.328 2.354
F -6.845 0.672 2.196
F -5.208 0.620 3.610
S -4.470 1.255 1.197
O -3.142 0.773 1.492
O -4.738 2.639 1.468
N -5.080 0.712 -0.135
S -4.708 1.242 -1.565
O -5.493 2.357 -2.009
O -3.291 1.273 -1.825
C -5.354 -0.179 -2.540
F -5.216 0.101 -3.841
F -4.697 -1.300 -2.277
F -6.655 -0.380 -2.296
C 1.386 -3.458 -0.007
N 0.325 -4.344 0.426
C -0.384 -5.187 -0.404
C -1.303 -5.809 0.359
N -1.136 -5.347 1.652
C -1.975 -5.664 2.782
C -0.130 -4.440 1.696
Se 0.495 -3.570 3.188
H 1.305 -3.323 -1.083
H 2.352 -3.887 0.261
H 1.285 -2.484 0.471
H -0.216 -5.206 -1.469
H -2.088 -6.494 0.095
H -2.690 -6.427 2.477
H -2.505 -4.772 3.115
H -1.366 -6.024 3.610
*
```

---

Entry 5:
C41H63N2O13P4RbS | wB97M-V/def2-TZVPD

Calculated values
electronic energy	-121785.4587	eV
LUMO energy	0.0232	eV
HOMO energy	-6.669	eV
HOMO-LUMO gap	6.69	eV
relative energy (zero: lowest compared OMol25 entry of this formula, charge and spin)	154.4	kJ/mol

Structure (ORCA input):
```
! RIJCOSX wB97M-V def2-TZVPD def2/J DEFGRID3
* xyz 0 1
Rb -2.615 -3.231 -1.124
C 1.036 -0.526 3.369
C 2.093 0.169 2.521
C 2.778 1.344 3.166
O 3.154 -0.812 2.322
P 2.976 -1.886 1.136
O 2.139 -1.528 -0.028
C 2.360 -3.540 1.845
P 1.194 -4.485 0.727
O -0.112 -3.850 0.483
O 1.108 -5.819 1.598
C 0.252 -6.931 1.193
C -0.617 -7.258 2.346
C 1.201 -8.084 0.811
O 1.979 -4.629 -0.664
C 1.316 -3.951 -1.888
C 2.413 -3.420 -2.753
C 0.460 -4.988 -2.512
O 4.532 -2.143 0.818
C 5.325 -1.009 0.376
C 4.664 0.029 -0.544
C 6.570 -1.637 -0.300
H 0.250 0.159 3.501
H 1.371 -0.918 4.355
H 0.658 -1.398 2.785
H 1.695 0.391 1.478
H 3.178 1.108 4.152
H 2.105 2.214 3.245
H 3.674 1.641 2.668
H 1.992 -3.494 2.879
H 3.258 -4.159 1.783
H -0.362 -6.663 0.362
H -0.231 -7.849 3.231
H -1.478 -7.783 2.000
H -1.008 -6.265 2.670
H 1.933 -8.221 1.610
H 1.703 -7.948 -0.207
H 0.643 -9.033 0.749
H 0.708 -3.172 -1.495
H 3.089 -4.173 -3.130
H 2.942 -2.609 -2.242
H 1.943 -2.977 -3.648
H -0.182 -4.547 -3.246
H -0.111 -5.663 -1.855
H 1.172 -5.735 -2.982
H 5.680 -0.487 1.265
H 4.241 -0.492 -1.446
H 5.403 0.755 -0.860
H 3.909 0.537 -0.003
H 6.259 -2.318 -1.108
H 7.126 -2.179 0.454
H 7.228 -0.854 -0.637
O -1.111 1.665 -1.993
P -2.041 2.448 -1.145
C -1.242 3.486 0.041
P -0.048 2.878 1.314
O -0.423 1.470 1.825
C -0.026 4.106 2.617
C -0.180 3.681 3.939
C -0.151 4.549 4.972
C -0.094 5.948 4.768
C 0.131 6.377 3.417
C 0.137 5.473 2.395
C 1.536 3.021 0.447
C 2.549 3.977 0.648
C 3.558 4.115 -0.278
C 3.575 3.243 -1.415
C 2.588 2.224 -1.532
C 1.589 2.087 -0.596
C -3.300 1.488 -0.322
C -3.386 1.355 1.085
C -4.444 0.623 1.665
C -5.295 -0.059 0.807
C -5.267 0.082 -0.554
C -4.247 0.849 -1.148
C -2.878 3.743 -2.122
C -2.387 4.120 -3.351
C -2.819 5.239 -4.047
C -3.658 6.170 -3.333
C -4.096 5.783 -2.051
C -3.695 4.605 -1.385
H -2.105 3.971 0.520
H -0.707 4.200 -0.548
H -0.220 2.658 4.098
H -0.285 4.208 6.004
H -0.212 6.521 5.623
H 0.180 7.436 3.330
H 0.247 5.814 1.367
H 2.657 4.464 1.610
H 4.414 4.769 -0.111
H 4.372 3.370 -2.158
H 2.504 1.482 -2.325
H 0.864 1.359 -0.804
H -2.661 1.800 1.739
H -4.430 0.530 2.732
H -5.990 -0.694 1.271
H -5.950 -0.604 -1.161
H -4.110 0.810 -2.260
H -1.555 3.582 -3.828
H -2.461 5.395 -5.072
H -4.005 7.083 -3.789
H -4.592 6.530 -1.551
H -4.150 4.363 -0.409
O -0.881 -0.836 0.066
H -0.030 -1.286 -0.049
H -0.617 -0.028 0.562
O -1.088 -1.441 -2.762
H -0.970 -0.706 -3.463
H -0.911 -0.889 -1.941
N 4.000 -2.986 11.892
C 3.442 -2.481 12.770
H 4.513 -3.130 11.005
O -6.027 -2.450 -2.406
N -5.950 -3.148 -1.338
O -5.415 -4.255 -1.438
C -4.795 1.728 -5.399
S -3.040 1.363 -5.728
C -3.424 -0.007 -6.712
O -2.482 2.460 -6.582
H -5.341 1.811 -6.331
H -4.865 2.688 -4.902
H -5.359 1.074 -4.697
H -3.996 -0.718 -6.128
H -2.479 -0.506 -7.008
H -3.957 0.266 -7.579
*
```

---

Entry 6:
C4H8ClN4O | wB97M-V/def2-TZVPD

Calculated values
electronic energy	-24797.7493	eV
LUMO energy	-3.5546	eV
HOMO energy	-12.688	eV
HOMO-LUMO gap	9.13	eV
SMILES	[O-]/C([NH2+]CCl)=C1/N=NC[NH2+]1
relative energy (zero: lowest compared OMol25 entry of this formula, charge and spin)	128.9	kJ/mol

Structure (ORCA input):
```
! RIJCOSX wB97M-V def2-TZVPD def2/J DEFGRID3
* xyz 1 1
C -0.514 0.808 0.097
C 2.779 -0.711 0.212
C 0.676 0.095 -0.161
C -2.961 0.155 0.058
N 1.952 -1.568 -0.708
N 0.808 -1.061 -0.787
N -1.711 0.280 -0.767
N 1.899 0.365 0.725
O -0.697 1.727 0.829
Cl -3.568 -1.536 -0.360
H 3.348 -1.256 1.042
H 3.521 -0.365 -0.462
H -3.475 1.147 -0.036
H -2.730 0.007 1.050
H -1.353 -0.511 -1.371
H -1.743 0.962 -1.598
H 1.438 0.110 1.655
H 2.332 1.352 0.583
*
```

---

- Look up the electronic energy of the second one.
  -102025.2162 eV

---

- Among the records above, which one has the lowest electronic energy?
  C35H38F6KN9O5S2Se

---

- Number 3 is which compound?
  C4H11N5O4SV